(1)
Formula: C4H10NS
Source: the OMol25 dataset
Level of theory: ωB97M-V with the def2-TZVPD basis set

Output
Total charge: +1
Electronic energy in eV: -16625.7995
LUMO in eV: -5.3688
E_HOMO in Eh: -0.503
Energy relative to the best compared isomer or geometry (same formula, charge and spin) in eV: 3.167

Last column: Löwdin charge in e.
Element x y z (Å)
1 C -1.07521 -0.51336 -0.45566  -0.15
2 C 1.11701 0.82345 0.58258  -0.12
3 C 0.29238 -0.03895 -0.58333  -0.22
4 C 0.36071 0.71954 1.88480  -0.15
5 N 1.02890 -0.31613 -1.61468  0.27
6 S -2.09920 -1.98766 -2.05276  0.62
7 H -1.33157 -0.74607 0.65256  0.11
8 H -1.58923 0.39856 -0.80694  0.10
9 H 1.09450 1.90922 0.24501  0.15
10 H 2.07990 0.29401 0.64809  0.13
11 H -0.75493 0.92998 2.11877  0.12
12 H 0.88707 1.38237 2.68079  0.12
13 H 0.49814 -0.29207 2.27836  0.08
14 H -3.22243 -1.80306 -1.50623  -0.27
15 H 1.90330 0.08084 -1.69286  0.12
16 H 0.81066 -0.84066 -2.37851  0.10

Cartesian forces (eV/Å) of the 6 atoms listed first:
C -1.7514 -0.6897 0.1086
C -3.2543 -0.0745 -1.8910
C 2.2614 -0.3105 0.4454
C -0.0157 0.5041 3.5980
N -1.1049 1.2565 2.5798
S 4.1848 1.5080 1.0998

***

(2)
Formula: C4H12N2
Source: the OMol25 dataset
Level of theory: ωB97M-V with the def2-TZVPD basis set

Output
Total charge: 0
Structure (SMILES): C=CN.CNC
Electronic energy in eV: -7319.2833
LUMO in eV: 0.9596
E_HOMO in Eh: -0.296
Energy relative to the best compared isomer or geometry (same formula, charge and spin) in eV: 3.745

Last column: Löwdin charge in e.
Element x y z (Å)
1 C 2.15440 -1.97067 -2.32254  -0.04
2 C 1.84088 -1.73980 -1.04570  -0.30
3 N 0.57300 -2.06675 -0.43659  -0.06
4 H 2.12448 -2.89217 -2.77883  0.02
5 H 2.82939 -1.23697 -2.70847  0.03
6 H 2.55429 -1.11723 -0.40709  0.11
7 H 0.02948 -2.85369 -0.95931  0.10
8 H -0.05847 -1.17308 -0.46452  0.09
9 C -1.84642 1.70160 0.10713  -0.13
10 N -0.62357 1.07564 0.78766  -0.17
11 C -0.80450 1.21421 2.24072  -0.13
12 H -1.69889 1.44695 -0.94375  0.07
13 H -2.88922 1.34523 0.55867  0.12
14 H -1.81605 2.71335 0.32788  0.03
15 H -0.00751 1.80550 0.47168  0.07
16 H -1.20265 0.31137 2.44659  0.05
17 H -1.31294 2.10763 2.46658  0.06
18 H 0.15431 1.32886 2.65991  0.07

Cartesian forces (eV/Å) of the 6 atoms listed first:
C 1.5768 1.5237 1.5392
C -1.3661 1.1888 0.6728
N -1.4725 -0.4921 -0.4914
H -1.4709 -1.6433 -1.6248
H 1.2247 -0.2879 -0.2698
H -1.6589 -0.1489 -0.9604

***

(3)
Formula: C36H80ClN4
Source: the OMol25 dataset
Level of theory: ωB97M-V with the def2-TZVPD basis set

Output
Total charge: +4
Electronic energy in eV: -57073.2927
LUMO (spin up / spin down) in eV: -8.0695 / -13.6624
E_HOMO (spin up / spin down) in Eh: -0.704 / -0.704
2S+1: 2

Last column: Löwdin charge in e.
Element x y z (Å)
1 C 4.48888 -3.45996 2.36459  -0.07
2 C 3.78588 -3.76032 1.02063  -0.22
3 C 2.32022 -3.26752 1.07164  -0.10
4 N 1.46620 -3.55940 -0.25300  -0.18
5 C 0.14424 -2.78648 -0.14946  -0.13
6 C -0.87843 -3.22305 -1.17308  -0.17
7 C -1.12976 -4.76701 -1.28253  -0.16
8 C 0.19672 -5.55392 -1.41326  -0.14
9 C 1.27139 -5.11649 -0.38437  -0.07
10 C 2.32087 -3.08043 -1.50079  0.06
11 H 5.32787 -4.12323 2.57498  0.09
12 H 3.88936 -3.66152 3.25231  0.09
13 H 4.86007 -2.43627 2.31578  0.05
14 H 3.75234 -4.83586 0.84688  0.11
15 H 4.36012 -3.34250 0.19372  0.10
16 H 2.23984 -2.19918 1.27234  0.11
17 H 1.89227 -3.75060 1.95004  0.13
18 H -0.32257 -2.90871 0.82791  0.14
19 H 0.35018 -1.71982 -0.23849  0.07
20 H -1.83981 -2.73804 -1.00392  0.09
21 H -0.71298 -3.02792 -2.23263  0.11
22 H -1.57413 -5.11592 -0.35038  0.11
23 H -1.78483 -5.00875 -2.11951  0.13
24 H -0.03766 -6.61602 -1.34177  0.13
25 H 0.59854 -5.39358 -2.41374  0.12
26 H 1.08137 -5.48858 0.62238  0.14
27 H 2.25351 -5.49855 -0.66290  0.12
28 H 1.61718 -3.10341 -2.33291  0.09
29 H 3.25750 -3.58851 -1.73025  0.11
30 H 2.51389 -2.01891 -1.34583  0.08
31 C 0.53954 5.31977 -6.47339  -0.06
32 C 0.91048 5.04089 -4.94722  -0.18
33 C 1.15654 3.51432 -4.66386  -0.12
34 N 0.32428 2.81575 -3.61587  -0.19
35 C -1.19521 2.90165 -4.02539  -0.09
36 C -2.16257 2.18212 -3.18251  -0.19
37 C -1.78599 0.68542 -3.20312  -0.14
38 C -0.32514 0.61486 -2.68900  -0.20
39 C 0.69538 1.32988 -3.53466  -0.12
40 C 0.49572 3.48891 -2.16038  0.09
41 H 1.45996 5.29429 -7.05671  0.08
42 H 0.28127 6.37441 -6.56887  0.08
43 H -0.18755 4.63137 -6.90413  0.08
44 H -0.04138 5.33326 -4.50383  0.08
45 H 1.64141 5.67022 -4.43947  0.12
46 H 2.16508 3.43995 -4.25715  0.13
47 H 1.14645 2.95244 -5.59783  0.14
48 H -1.36050 2.68380 -5.08053  0.16
49 H -1.46834 3.94575 -3.87257  0.13
50 H -3.18740 2.26342 -3.54476  0.14
51 H -2.30660 2.48399 -2.14509  0.11
52 H -1.86244 0.34752 -4.23659  0.13
53 H -2.42398 0.04669 -2.59232  0.09
54 H 0.11437 -0.37997 -2.76135  0.11
55 H -0.21712 0.92761 -1.65043  0.06
56 H 0.80957 0.77705 -4.46709  0.15
57 H 1.62018 1.14700 -2.98747  0.11
58 H 1.57558 3.52191 -2.01584  0.10
59 H -0.07168 3.09751 -1.31601  0.09
60 H 0.16627 4.51034 -2.35074  0.10
61 C -9.88813 0.61524 2.39862  -0.05
62 C -8.98355 -0.07197 1.31528  -0.22
63 C -7.57756 -0.38776 1.85205  -0.13
64 N -6.43265 -0.72974 0.86791  -0.21
65 C -5.79525 0.56654 0.35348  -0.09
66 C -4.56287 0.33167 -0.50631  -0.19
67 C -3.45943 -0.35052 0.22840  -0.19
68 C -3.95532 -1.71558 0.97506  -0.12
69 C -5.28600 -1.51170 1.62403  -0.11
70 C -6.92402 -1.69192 -0.26996  0.05
71 H -9.41875 1.54198 2.72871  0.08
72 H -9.86635 -0.10730 3.21443  0.08
73 H -10.89359 0.77495 2.00922  0.09
74 H -9.03138 0.49610 0.38624  0.11
75 H -9.37820 -1.03498 0.99128  0.11
76 H -7.54944 -1.18794 2.59165  0.14
77 H -7.29860 0.46052 2.47711  0.13
78 H -5.70084 1.25351 1.19445  0.14
79 H -6.56247 1.08938 -0.21760  0.14
80 H -4.14924 1.29744 -0.79666  0.12
81 H -4.70544 -0.26056 -1.41021  0.12
82 H -2.97314 0.35856 0.89833  0.07
83 H -2.64246 -0.52259 -0.47236  0.06
84 H -3.29630 -1.93794 1.81432  0.12
85 H -3.96351 -2.62981 0.38157  0.11
86 H -5.23469 -1.04847 2.60936  0.14
87 H -5.85577 -2.42302 1.80559  0.13
88 H -7.62668 -1.14840 -0.90158  0.11
89 H -7.46358 -2.52044 0.18888  0.11
90 H -6.18285 -2.17935 -0.90335  0.10
91 C 3.54903 0.80262 -0.58137  -0.07
92 C 3.80455 0.68104 0.97830  -0.23
93 C 4.89152 1.53992 1.61255  -0.12
94 N 4.94763 1.68977 3.15596  -0.21
95 C 6.14728 2.58894 3.47966  -0.10
96 C 6.66106 2.57713 4.89220  -0.17
97 C 6.69847 1.22934 5.56186  -0.19
98 C 5.56541 0.33222 5.26604  -0.17
99 C 4.94807 0.28265 3.84110  -0.06
100 C 3.72121 2.49327 3.59449  0.04
101 H 3.87479 1.74321 -1.02552  0.07
102 H 2.52219 0.66059 -0.91832  0.03
103 H 4.17112 0.01872 -1.01335  0.07
104 H 3.83572 -0.39457 1.15210  0.08
105 H 2.85404 0.81079 1.49579  0.04
106 H 4.91043 2.46310 1.03334  0.14
107 H 5.83432 1.15720 1.22173  0.14
108 H 6.99829 2.20779 2.91520  0.14
109 H 5.90783 3.60807 3.17613  0.14
110 H 7.69808 2.90872 4.83993  0.14
111 H 6.14661 3.28293 5.54434  0.13
112 H 7.65293 0.76869 5.30707  0.13
113 H 6.68493 1.35223 6.64483  0.14
114 H 5.89971 -0.64087 5.62582  0.13
115 H 4.66069 0.51786 5.84493  0.12
116 H 5.61462 -0.28387 3.19083  0.12
117 H 3.97812 -0.21315 3.80282  0.13
118 H 3.89863 2.68399 4.65291  0.11
119 H 2.81859 1.92496 3.36998  0.09
120 H 3.65738 3.46749 3.10981  0.11
121 Cl -0.10965 0.60163 1.26069  0.21

Cartesian forces (eV/Å) of the 6 atoms listed first:
C 0.0965 -0.2809 -0.3075
C -0.5415 -0.3313 0.2357
C 0.3324 -0.2682 -0.8241
N 1.7445 -0.4151 0.4892
C 0.0998 -0.4686 -0.7263
C -0.9351 -1.6434 -1.5957

***

(4)
Formula: C5H6O2
Source: the OMol25 dataset
Level of theory: ωB97M-V with the def2-TZVPD basis set

Output
Total charge: 0
Structure (SMILES): C#CO/C=C\CO
Electronic energy in eV: -9372.9463
LUMO in eV: 0.8823
E_HOMO in Eh: -0.337
Energy relative to the best compared isomer or geometry (same formula, charge and spin) in eV: 4.149

Last column: Löwdin charge in e.
Element x y z (Å)
1 O -1.47071 -0.34449 0.93869  -0.06
2 C -1.03797 -0.75358 -0.33643  -0.26
3 C -0.31066 0.31111 -1.13184  -0.06
4 C 0.15618 1.45971 -0.65703  -0.09
5 O 0.65333 1.54334 0.64899  0.01
6 C 1.26570 0.42681 0.95254  -0.26
7 C 1.81588 -0.60488 1.23232  0.14
8 H -0.74143 -0.46866 1.56042  0.07
9 H -0.51859 -1.72085 -0.30244  0.12
10 H -1.95862 -0.89445 -0.91484  0.12
11 H -0.33642 0.18925 -2.20734  0.11
12 H 0.21601 2.41315 -1.16914  0.13
13 H 2.26730 -1.55645 1.38611  0.04

Cartesian forces (eV/Å) of the 6 atoms listed first:
O 0.1584 -0.0770 0.1592
C 0.0803 -0.1352 -0.3250
C -0.3557 0.3089 -0.1324
C 0.0273 -0.2359 -0.3760
O 0.0409 -0.2109 0.2594
C 0.3100 -0.1196 0.6366